Entry from OMol25: a molecular structure, C38H43N5NiO4P2 (ωB97M-V/def2-TZVPD).

Values from the calculation:
F_max: 0.71 eV Å⁻¹
gap between HOMO and LUMO (alpha / beta): 8.77 / 8.48 eV
HOMO (alpha / beta): -0.48719 / -0.49625 Ha
lowest unoccupied orbital energy (alpha / beta): -4.49 / -5.02 eV
relative energy (zero: lowest compared OMol25 entry of this formula, charge and spin): 0.000 eV
total charge: +2
multiplicity: 3
E: -115355.326 eV

Element x y z (Å)
Ni  0.14621  -0.14786  -0.05992
C  -1.09305  3.72587  2.38642
N  -1.58120  3.45758  1.02540
C  -2.61400  4.36861  0.50061
C  -1.08451  2.45881  0.32426
O  -0.14003  1.74292  0.72250
C  -1.63408  2.16028  -1.05364
O  -1.57535  0.75040  -1.26681
C  -2.79042  0.05279  -0.99676
C  -2.69488  -0.71146  0.31372
O  -1.62407  -0.72367  0.95332
N  -3.78446  -1.36537  0.69379
C  -3.79849  -2.15060  1.93941
C  -5.01646  -1.34436  -0.11472
H  -0.39610  4.56413  2.38291
H  -0.59812  2.84823  2.77987
H  -1.94616  3.97712  3.01335
H  -2.46918  5.34287  0.95652
H  -3.61620  4.02039  0.74842
H  -2.52476  4.49981  -0.57419
H  -0.98298  2.62698  -1.78796
H  -2.64475  2.52142  -1.20446
H  -2.95902  -0.65562  -1.80303
H  -3.63372  0.74183  -0.97951
H  -2.89699  -1.95723  2.50505
H  -3.86381  -3.21658  1.71034
H  -4.66560  -1.86474  2.53380
H  -4.81270  -1.58271  -1.15998
H  -5.52678  -0.38163  -0.05255
H  -5.68839  -2.10522  0.27205
N  0.98696  -1.24209  -2.72990
P  2.01385  -0.26106  -1.70984
C  3.45508  -1.34495  -1.46471
C  4.26197  -1.20773  -0.33582
C  5.38397  -2.00884  -0.16874
C  5.70558  -2.95212  -1.13239
C  4.91529  -3.08262  -2.27117
C  3.79385  -2.28333  -2.44136
C  2.62871  1.01832  -2.82317
C  2.41393  1.01280  -4.19794
C  2.97132  2.01154  -4.98833
C  3.74242  3.01072  -4.40982
C  3.95937  3.01879  -3.03576
C  3.40038  2.02771  -2.24369
P  -0.15475  -1.96875  -1.63895
C  0.55552  -3.52194  -1.06307
C  0.29831  -3.89853  0.25493
C  0.76098  -5.12033  0.73501
C  1.49064  -5.95357  -0.10184
C  1.73794  -5.58553  -1.42358
C  1.26032  -4.38020  -1.91058
C  -1.48543  -2.54033  -2.73616
C  -2.43163  -3.40928  -2.17855
C  -3.46600  -3.90810  -2.95542
C  -3.56528  -3.54481  -4.29472
C  -2.63236  -2.68326  -4.85128
C  -1.59432  -2.17443  -4.07502
H  0.51390  -0.65421  -3.40990
H  4.03444  -0.46697  0.41663
H  6.00125  -1.89395  0.71569
H  6.57614  -3.58404  -1.00079
H  5.17516  -3.81067  -3.03207
H  3.18470  -2.38578  -3.33371
H  1.84356  0.22266  -4.67802
H  2.81146  2.00032  -6.06071
H  4.18251  3.78212  -5.03180
H  4.56566  3.79696  -2.58408
H  3.58128  2.03043  -1.16920
H  -0.29552  -3.24481  0.89034
H  0.55629  -5.42154  1.75693
H  1.86145  -6.90224  0.27136
H  2.29857  -6.24834  -2.07372
H  1.43582  -4.09782  -2.94645
H  -2.33833  -3.71990  -1.13959
H  -4.18478  -4.59668  -2.52410
H  -4.36878  -3.94154  -4.90571
H  -2.70181  -2.41053  -5.89684
H  -0.87489  -1.51094  -4.54183
N  4.78326  0.56074  5.36855
C  4.64150  -0.45582  4.48003
O  5.39061  -1.40646  4.39216
C  3.48076  -0.35772  3.51720
C  2.74160  -1.49630  3.25741
C  1.76638  -1.45295  2.28158
N  1.52798  -0.36494  1.53388
C  2.24049  0.74130  1.80087
C  3.20600  0.79207  2.78600
H  5.54337  0.51515  6.02777
H  4.07510  1.25773  5.50199
H  2.94368  -2.41712  3.79408
H  1.18572  -2.33367  2.05553
H  2.03186  1.60743  1.19237
H  3.77254  1.70448  2.93861

Atoms 1-2, force components in eV/Å:
-0.234 0.157 0.496
-0.111 0.098 -0.216

How positive or negative is each atom? The Löwdin charges in e answer that: number 1, Ni, carries 0.47; number 2, C, carries 0.01; number 3, N, carries -0.10; number 4, C, carries 0.00; number 5, C, carries -0.38; number 6, O, carries -0.04; number 7, C, carries -0.06; number 8, O, carries -0.18; number 9, C, carries -0.09; number 10, C, carries -0.41; number 11, O, carries -0.03; number 12, N, carries -0.11; number 13, C, carries 0.01; number 14, C, carries 0.00; number 15, H, carries 0.11; number 16, H, carries 0.09; number 17, H, carries 0.10; number 18, H, carries 0.10; number 19, H, carries 0.11; number 20, H, carries 0.09; number 21, H, carries 0.16; number 22, H, carries 0.12; number 23, H, carries 0.12; number 24, H, carries 0.14; number 25, H, carries 0.09; number 26, H, carries 0.10; number 27, H, carries 0.10; number 28, H, carries 0.09; number 29, H, carries 0.10; number 30, H, carries 0.10; number 31, N, carries -0.33; number 32, P, carries 0.99; number 33, C, carries -0.34; number 34, C, carries -0.09; number 35, C, carries -0.05; number 36, C, carries -0.05; number 37, C, carries -0.06; number 38, C, carries -0.10; number 39, C, carries -0.36; number 40, C, carries -0.09; number 41, C, carries -0.06; number 42, C, carries -0.06; number 43, C, carries -0.06; number 44, C, carries -0.10; number 45, P, carries 0.98; number 46, C, carries -0.36; number 47, C, carries -0.13; number 48, C, carries -0.06; number 49, C, carries -0.05; number 50, C, carries -0.05; number 51, C, carries -0.08; number 52, C, carries -0.35; number 53, C, carries -0.10; number 54, C, carries -0.06; number 55, C, carries -0.05; number 56, C, carries -0.05; number 57, C, carries -0.08; number 58, H, carries 0.02; number 59, H, carries 0.08; number 60, H, carries 0.12; number 61, H, carries 0.12; number 62, H, carries 0.11; number 63, H, carries 0.10; number 64, H, carries 0.10; number 65, H, carries 0.12; number 66, H, carries 0.12; number 67, H, carries 0.11; number 68, H, carries 0.10; number 69, H, carries 0.08; number 70, H, carries 0.11; number 71, H, carries 0.12; number 72, H, carries 0.12; number 73, H, carries 0.11; number 74, H, carries 0.11; number 75, H, carries 0.12; number 76, H, carries 0.12; number 77, H, carries 0.12; number 78, H, carries 0.10; number 79, N, carries 0.19; number 80, C, carries -0.50; number 81, O, carries 0.09; number 82, C, carries -0.12; number 83, C, carries 0.03; number 84, C, carries -0.07; number 85, N, carries 0.00; number 86, C, carries -0.14; number 87, C, carries 0.01; number 88, H, carries 0.13; number 89, H, carries 0.11; number 90, H, carries 0.14; number 91, H, carries 0.09; number 92, H, carries 0.10; number 93, H, carries 0.13